[1]
DFT (ωB97M-V with the def2-TZVPD basis set) results for 3 unconnected molecules or ions with the total composition C11H29N2O12P2S2 in a non-equilibrium geometry.

Last column: natural (NBO) charge in e.
Geometry (Å):
C: 2.42624 -2.70352 0.29723  -0.8900
S: 2.78104 -1.22511 -0.62200  2.1231
O: 2.96212 -1.63227 -1.99436  -0.9687
O: 3.88069 -0.46826 -0.08241  -0.9511
C: 1.19270 -0.25524 -0.45978  0.0060
S: 0.98797 0.46272 -2.21790  -0.1339
O: 0.10468 -1.00312 -0.23041  -0.8119
P: -0.85934 -0.45998 1.23764  1.2966
N: -1.52723 -2.12123 1.41063  -1.1559
O: -0.06142 1.08307 1.01481  -0.7862
C: 1.22249 0.98386 0.50186  -0.2884
P: 2.34483 1.04071 2.02072  2.2010
N: 1.63864 1.72879 3.22925  -1.3758
O: 3.68911 1.83113 1.56146  -0.9697
O: 2.79213 -0.43522 2.42438  -0.9980
H: 3.29272 -3.00097 0.87847  0.2478
H: 1.56278 -2.50312 0.93083  0.2675
H: 2.13317 -3.44770 -0.43783  0.2485
H: -0.31562 0.21264 -2.36322  0.1496
H: -1.95859 -0.08409 0.40549  -0.1457
H: -1.52112 0.02524 2.39453  -0.1161
H: 0.28792 -0.88416 2.05883  -0.2329
H: -0.75978 -2.76701 1.54622  0.3432
H: -2.01415 -2.38614 0.56096  0.3509
H: 1.44748 1.87089 -0.08940  0.2221
H: 2.14623 2.54112 3.55707  0.3631
H: 3.41653 2.75403 1.54745  0.4898
H: 2.18522 -0.70702 3.12701  0.5217
C: 2.68338 -0.99562 -5.43830  -0.6510
C: 2.70634 0.50980 -5.55450  -0.0702
O: 2.87201 0.93817 -6.92820  -0.4972
C: 1.77913 0.92424 -7.67315  0.9811
O: 0.66533 0.62518 -7.32745  -0.6487
O: 2.11544 1.31852 -8.91283  -0.5053
C: 1.03068 1.31669 -9.83752  -0.2540
H: 3.57203 -1.42512 -5.90555  0.1979
H: 2.65833 -1.28107 -4.38669  0.2670
H: 1.80554 -1.40966 -5.93561  0.2115
H: 3.56302 0.91888 -5.02368  0.1935
H: 1.80776 0.95553 -5.13311  0.2056
H: 0.18695 1.88473 -9.45078  0.1951
H: 0.71636 0.29617 -10.05414  0.1849
H: 1.40524 1.78450 -10.74427  0.1864
C: -4.49016 2.66920 6.13124  -0.6373
C: -3.40979 1.72279 6.60786  -0.0739
O: -3.92042 0.39537 6.81317  -0.5042
C: -4.05007 -0.32330 5.69288  0.9727
O: -3.77809 0.03809 4.58316  -0.6195
O: -4.52122 -1.53134 6.01876  -0.5055
C: -4.70655 -2.38828 4.88495  -0.2614
H: -5.34024 2.65355 6.81580  0.2016
H: -4.10078 3.68606 6.07649  0.2140
H: -4.84451 2.38287 5.14189  0.2296
H: -3.02940 2.03145 7.58053  0.1808
H: -2.57359 1.69131 5.91014  0.2122
H: -3.80162 -2.44065 4.28242  0.2207
H: -5.53243 -2.02863 4.27277  0.1841
H: -4.94606 -3.36947 5.28619  0.1832

Atomic forces in eV per Å
-0.43 0.00 0.15
0.30 -0.25 -0.48
-0.24 -0.35 -0.20
-0.09 0.23 0.47
-0.92 0.86 -1.43
0.42 0.34 -0.25
0.78 -0.35 0.20
-0.47 -0.49 1.58
0.01 0.55 -0.14
-0.19 -0.07 -0.72
0.00 -0.53 1.23
-0.66 0.93 0.29
0.13 0.08 -0.38
-0.06 -0.61 -0.07
0.45 -0.40 -0.34
0.10 0.10 -0.04
0.17 0.04 0.15
0.13 -0.06 -0.01
-0.05 -0.14 0.40
0.27 -0.04 -0.39
0.11 0.14 -0.07
-0.10 -0.03 -0.21
-0.06 -0.13 -0.09
0.10 -0.11 0.01
0.23 0.04 0.08
-0.10 -0.06 0.20
0.19 0.21 -0.04
0.00 0.09 0.11
-0.04 -0.08 -0.17
-0.02 -0.17 0.36
0.03 0.08 -0.04
0.04 0.01 0.07
-0.01 -0.01 -0.03
0.01 0.01 -0.02
-0.02 0.04 -0.11
0.04 0.02 0.07
0.00 0.03 0.02
-0.03 0.03 0.04
0.05 0.07 -0.13
-0.05 0.01 -0.12
-0.02 -0.05 0.03
-0.06 0.01 0.05
0.06 -0.01 0.03
-0.15 -0.11 -0.05
0.15 0.28 0.01
-0.02 -0.06 0.01
0.10 -0.11 0.04
-0.10 0.14 -0.05
-0.02 0.02 0.03
0.02 -0.17 -0.05
0.04 0.05 0.04
0.02 0.00 0.01
0.06 0.01 -0.02
-0.05 -0.10 0.05
-0.06 -0.07 -0.06
-0.02 0.07 -0.03
0.04 0.04 -0.04
-0.01 0.04 0.07

LUMO level	2.5	eV
orbital gap	7.6	eV
charge	-1

***

[2]
DFT (ωB97M-V with the def2-TZVPD basis set) results for 2 unconnected molecules or ions with the total composition C3H4FO2 in a non-equilibrium geometry.

Last column: natural (NBO) charge in e.
Geometry (Å):
C: -2.30604 0.40127 -0.31870  1.0417
C: 1.11146 0.39383 0.34554  -0.6986
C: 0.36962 -0.91925 0.23752  -0.3305
O: -1.94771 1.17945 -1.12341  -0.5601
O: -2.86797 -0.31462 0.43769  -0.5505
F: 0.47942 -1.34135 -1.19510  -0.5085
H: 2.12881 0.13055 0.51446  0.1570
H: 1.19205 1.03421 -0.61563  0.1882
H: 0.75979 1.11681 1.08791  0.1780
H: 1.08057 -1.68089 0.62971  0.0832

Atomic forces in eV per Å
-0.56 -0.96 0.62
0.38 1.33 -1.85
-0.76 -0.49 -0.32
-0.16 -0.78 0.93
0.79 1.46 -1.35
-0.02 0.29 -0.31
1.50 0.43 0.61
-0.61 -1.19 1.06
-0.08 -0.33 0.23
-0.49 0.26 0.37

LUMO level	3.8	eV
orbital gap	5.2	eV
charge	-1
relative energy (zero: lowest compared OMol25 entry of this formula, charge and spin)	236.4	kJ/mol

***

[3]
DFT (ωB97M-V with the def2-TZVPD basis set) results for a molecular structure, C26H48Cl3N6O3SiTl in a non-equilibrium geometry.

Last column: Löwdin charge in e.
Geometry (Å):
C: -3.81376 3.33324 -0.35450  -0.0728
C: -4.44921 2.29736 -1.20623  -0.2262
H: -3.61353 4.23541 -0.94072  0.0783
H: -2.87967 2.98267 0.08345  -0.0029
H: -4.50108 3.61699 0.45412  0.0978
C: -5.25025 2.68809 -2.22324  -0.1171
C: -5.50051 4.09001 -2.69322  -0.0990
H: -5.85121 1.95383 -2.76474  0.1017
H: -4.58847 4.66247 -2.88986  0.0737
H: -6.11167 4.67572 -1.99942  0.0802
H: -6.06445 4.04690 -3.63217  0.0698
Tl: -3.86651 -0.42053 2.09271  0.7952
Cl: -1.48831 -0.99005 2.85979  0.0757
Cl: -6.37893 -0.26136 1.93188  0.0673
C: 0.62367 -3.30074 1.78055  -0.3292
O: 1.45511 -2.42826 1.46007  -0.0432
N: 0.47348 -4.44951 1.08921  -0.1876
C: 1.18892 -4.62399 -0.15709  -0.0383
C: -0.50812 -5.45094 1.44385  -0.0567
H: -0.06193 -3.18971 2.63415  0.0799
H: 2.19576 -4.22716 -0.08255  0.0901
H: 0.70615 -4.11248 -0.99206  0.0842
H: 1.23982 -5.68092 -0.39905  0.0825
H: -0.67046 -5.41588 2.51650  0.0837
H: -0.14997 -6.44323 1.16287  0.0870
H: -1.47504 -5.27907 0.96033  0.0875
H: 1.92739 5.05212 0.49854  0.0907
H: 0.79432 3.75217 -1.98935  0.0107
C: 2.64766 5.13292 -0.32598  -0.0519
C: 1.84345 3.82075 -2.28193  -0.0740
N: 2.68577 3.90633 -1.10891  -0.1950
H: 3.63488 5.30422 0.11047  0.0843
C: 3.38509 2.83716 -0.67683  -0.3247
O: 3.30184 1.68584 -1.11356  -0.0109
H: 2.09204 2.94259 -2.88072  0.0926
H: 4.06200 3.09216 0.15902  0.1228
H: 2.36422 5.96459 -0.97451  0.0854
H: 1.96432 4.73021 -2.87953  0.0862
O: -3.45149 0.48021 0.10993  -0.4004
C: -4.50752 0.85866 -0.68154  -0.4193
C: -4.63157 -0.08406 -3.12705  -0.0697
C: -4.86069 -0.19349 -1.74989  -0.1765
H: -4.15752 0.80646 -3.55635  0.1000
C: -5.02359 -1.12920 -3.99213  -0.0625
H: -5.37979 0.83684 0.00432  0.0601
C: -5.50149 -1.32252 -1.25176  -0.0766
H: -4.83782 -1.04531 -5.06826  0.1077
C: -5.66276 -2.25725 -3.46977  -0.0891
C: -5.89967 -2.35415 -2.09479  -0.0757
H: -5.70910 -1.32102 -0.18058  0.0209
H: -6.00834 -3.07388 -4.11608  0.1038
H: -6.39361 -3.22683 -1.66535  0.1042
Si: -1.25324 0.17694 -1.15126  0.2491
Cl: -0.68472 2.18471 -0.76196  0.4209
C: -1.56777 0.41896 -2.96747  -0.2159
C: -1.90696 -1.58496 -0.68929  -0.1970
C: 0.53478 -0.44411 -0.77533  -0.2436
H: -2.10588 -0.42143 -3.41721  0.0267
H: -0.53186 0.41111 -3.33102  0.0392
H: -2.03220 1.36486 -3.26706  0.0262
H: 1.28394 0.21125 -1.24566  0.0035
H: 0.65291 -1.47419 -1.14298  0.0158
H: 0.64476 -0.42210 0.31695  0.0189
H: -2.90358 -1.80008 -1.10085  0.0161
H: -1.92204 -1.74648 0.40250  -0.0548
H: -1.20063 -2.32719 -1.10701  0.0314
C: 3.90245 -1.59998 2.55964  -0.2041
N: 3.77498 -0.14200 2.56978  -0.0818
C: 4.73815 0.43566 1.60044  -0.1669
N: 6.13355 0.03172 1.91831  -0.0939
C: 6.20739 -1.45423 1.92199  -0.1683
N: 5.27002 -2.06352 2.90866  -0.0912
C: 5.59443 -1.52884 4.25706  -0.1773
N: 5.50385 -0.04530 4.31531  -0.0996
C: 4.12263 0.35047 3.92675  -0.1700
C: 6.43899 0.50743 3.29437  -0.1756
H: 3.65379 -1.98145 1.56396  0.1072
H: 3.19795 -2.01272 3.28985  0.1133
H: 4.66123 1.53394 1.65705  0.1034
H: 4.48221 0.10370 0.58185  0.1201
H: 7.23479 -1.75543 2.17609  0.1168
H: 5.95366 -1.82229 0.91756  0.1217
H: 4.88007 -1.94376 4.98130  0.1173
H: 6.62114 -1.82891 4.51513  0.1173
H: 4.04346 1.44696 3.93479  0.1177
H: 3.41257 -0.07879 4.64739  0.1187
H: 7.46052 0.19226 3.55304  0.1170
H: 6.36677 1.60343 3.31528  0.1168

Atomic forces in eV per Å
0.40 0.26 0.34
-1.26 0.19 -0.74
0.06 -0.13 0.19
-0.19 0.16 0.02
0.07 -0.02 0.00
0.24 -0.64 0.42
-0.07 0.21 -0.34
0.29 0.09 0.32
-0.04 -0.10 0.10
0.09 -0.07 0.11
0.15 0.10 0.14
0.88 0.44 -1.38
-2.18 0.59 -0.20
1.41 -0.20 0.88
1.61 1.28 -0.96
-1.91 -1.57 0.81
-0.01 -0.18 -0.13
0.17 0.08 -0.23
-0.25 0.26 0.11
0.19 -0.16 0.03
0.07 0.06 0.13
-0.14 0.08 0.02
0.02 -0.13 0.05
-0.04 -0.13 0.16
0.00 0.11 0.12
0.04 -0.04 -0.13
-0.01 0.12 -0.19
0.05 -0.01 -0.16
0.08 -0.41 0.15
-0.40 0.14 -0.07
0.25 0.03 -0.23
-0.10 0.17 -0.07
-0.25 -1.30 -0.21
0.25 1.51 0.24
0.08 0.11 0.23
-0.07 -0.03 -0.03
0.15 -0.06 0.13
0.11 -0.12 0.00
1.55 -0.26 1.44
-1.99 0.49 -0.72
-0.05 -0.51 -0.35
0.04 0.26 -0.18
-0.24 -0.54 0.33
-0.01 0.25 0.54
-0.01 0.32 -0.57
-0.03 -0.04 -0.26
-0.08 -0.02 0.44
-0.07 -0.15 0.05
0.09 0.05 0.10
-0.05 -0.42 -0.46
0.26 0.43 0.17
0.07 0.19 -0.25
2.21 -2.18 -0.28
-0.77 0.29 0.90
-0.03 -0.18 -0.36
-1.03 -0.05 0.21
-0.41 0.73 -0.78
0.16 0.15 0.03
-0.14 0.11 -0.21
0.11 -0.21 0.17
-0.05 -0.25 0.37
0.15 0.34 0.27
0.25 -0.11 -0.25
0.21 0.04 0.22
0.07 -0.04 -0.45
-0.24 0.53 0.12
0.42 -0.10 -0.01
0.35 0.48 0.23
0.04 -0.49 0.38
-0.19 -0.07 0.49
-0.40 0.33 0.48
0.21 0.67 0.06
-0.09 0.39 -0.63
-0.01 -0.05 -0.47
0.40 -0.48 -0.60
-0.46 -0.52 -0.13
0.01 0.14 0.28
0.10 0.00 -0.19
0.10 -0.37 -0.07
0.04 0.16 0.39
-0.26 0.08 -0.09
0.06 0.09 0.28
0.22 0.02 -0.14
-0.30 0.07 0.02
0.05 -0.26 0.06
0.17 0.13 -0.13
-0.24 0.15 -0.04
0.07 -0.24 -0.02

LUMO level (spin up / spin down)	-3.7 / -3.7	eV
orbital gap (spin up / spin down)	4.1 / 4.1	eV
charge	0
relative energy (zero: lowest compared OMol25 entry of this formula, charge and spin)	403.6	kJ/mol

***

no.,E_tot (eV)
1,-79677.295
2,-9987.064
3,-92960.594